# 1
Formula: C10H22BF5GaNO7PS
Source: the Open Molecules 2025 dataset
Level of theory: wB97M-V/def2-TZVPD

Summary:
E_HOMO	-5.13	eV
frontier orbital gap	7.8	eV
calculated total energy	-113314.935	eV

ORCA input file:
```
! RIJCOSX wB97M-V def2-TZVPD def2/J DEFGRID3
* xyz -1 1
C 3.45 -1.10 2.51
C 3.46 -1.93 1.23
O 3.81 -1.06 0.13
C 3.11 -1.31 -1.01
O 2.94 -2.44 -1.42
C 2.59 -0.12 -1.77
C 2.25 1.13 -0.95
C 1.48 0.89 0.36
Ga -0.47 1.39 0.13
P -1.17 0.24 -1.84
N -0.70 -1.30 -1.82
B -0.79 3.45 -0.15
O -1.59 4.27 0.63
O -0.14 4.03 -1.24
C 0.93 4.91 -0.90
S -1.70 0.50 1.93
O -1.05 -0.63 2.60
O -2.00 1.60 2.83
C -3.33 -0.19 1.31
F -3.86 0.75 0.50
F -3.07 -1.30 0.61
C -4.37 -0.52 2.44
F -4.79 -1.80 2.31
F -5.46 0.28 2.32
F -3.86 -0.37 3.68
H 4.08 -1.55 3.26
H 3.81 -0.11 2.27
H 2.44 -0.97 2.88
H 2.47 -2.30 1.05
H 4.15 -2.76 1.29
H 1.78 -0.47 -2.38
H 3.40 0.16 -2.44
H 3.15 1.71 -0.79
H 1.63 1.75 -1.59
H 1.91 1.52 1.13
H 1.50 -0.14 0.68
H -2.57 0.33 -2.02
H -0.58 0.90 -2.95
H -0.23 -1.46 -0.94
H -1.18 4.52 1.46
H 0.98 5.68 -1.65
H 0.77 5.35 0.08
H 1.87 4.38 -0.91
C -2.54 -4.49 -2.46
O -2.18 -4.35 -1.10
H -2.24 -5.49 -2.79
H -3.63 -4.38 -2.60
H -2.03 -3.74 -3.08
H -2.43 -3.46 -0.84
*
```

# 2
Formula: CH3N3O
Source: the Open Molecules 2025 dataset
Level of theory: wB97M-V/def2-TZVPD

Summary:
E_HOMO (spin up / spin down)	-7.92 / -10.89	eV
frontier orbital gap (spin up / spin down)	8.5 / 7.5	eV
⟨S²⟩	2.02
calculated total energy	-7595.210	eV

ORCA input file:
```
! RIJCOSX wB97M-V def2-TZVPD def2/J DEFGRID3
* xyz 0 3
C 2.01 0.02 0.11
N 3.00 0.55 -0.08
N -1.44 0.40 -0.01
N -0.44 -0.46 -0.43
O 0.50 -0.81 0.46
H -1.75 0.21 0.94
H -1.10 1.36 -0.05
H -0.78 -1.26 -0.95
*
```